[1]
Density functional theory data (ωB97M-V/def2-TZVPD) for C42H50ClFN7O3PPtS2 as an isolated structure.

```
! wB97M-V def2-TZVPD RIJCOSX def2/J DEFGRID3
* xyz 4 1
Pt 0.0778 -0.0237 0.0415
Cl 1.9226 0.8659 1.3678
C 1.2018 1.7721 2.7090
C 2.0487 2.2882 3.6657
C 1.4837 3.0055 4.7143
C 0.1096 3.2040 4.7790
C -0.7195 2.6868 3.7942
C -0.1715 1.9418 2.7480
P -1.2595 1.1843 1.5465
C -2.6025 2.3230 1.2026
C -3.8915 2.0363 1.6681
C -4.8749 3.0137 1.6118
C -4.5901 4.2665 1.0930
C -3.3219 4.5459 0.5947
C -2.3356 3.5810 0.6409
C -2.0701 -0.2187 2.3566
C -1.8832 -0.5232 3.6987
C -2.5570 -1.6028 4.2605
C -3.3967 -2.3821 3.4796
C -3.5796 -2.0826 2.1319
C -2.9088 -1.0150 1.5658
H 3.1199 2.1481 3.6002
H 2.1279 3.4164 5.4804
H -0.3199 3.7673 5.5964
H -1.7897 2.8503 3.8392
H -4.1296 1.0748 2.0957
H -5.8648 2.7934 1.9887
H -5.3569 5.0298 1.0728
H -3.1092 5.5183 0.1709
H -1.3582 3.7938 0.2362
H -1.2477 0.0930 4.3217
H -2.4411 -1.8191 5.3145
H -3.9206 -3.2185 3.9247
H -4.2618 -2.6735 1.5337
H -3.0587 -0.7702 0.5193
C 0.6106 -5.0589 -5.6530
C 0.2294 -3.6272 -5.9872
N -0.1822 -2.8699 -4.7760
C 0.7230 -2.1145 -4.1692
C 0.5138 -1.4745 -2.9607
C 1.6276 -0.6449 -2.4258
O 2.3832 -0.0860 -3.2041
O 1.7467 -0.5471 -1.1363
C -0.7251 -1.5781 -2.3372
O -1.0711 -1.0629 -1.1853
C -1.7448 -2.3113 -3.0324
C -3.0641 -2.3829 -2.5428
C -4.0129 -3.0992 -3.1932
F -5.2451 -3.1232 -2.6641
C -3.7504 -3.8369 -4.3888
C -2.4521 -3.7374 -4.8758
C -1.4582 -2.9858 -4.2297
N -4.7189 -4.5902 -5.0250
C -4.3927 -5.6855 -5.9294
C -5.0900 -5.5273 -7.2736
N -6.5777 -5.2607 -7.0781
C -6.9832 -5.3683 -5.6345
C -6.1649 -4.4138 -4.7833
H 0.9080 -5.5802 -6.5620
H -0.2159 -5.6034 -5.1938
H 1.4575 -5.0793 -4.9661
H -0.5752 -3.5776 -6.7161
H 1.0762 -3.0949 -6.4130
H 1.6784 -1.9956 -4.6650
H -3.3352 -1.8558 -1.6385
H -2.2039 -4.2227 -5.8042
H -4.6631 -6.6379 -5.4674
H -3.3279 -5.7396 -6.1256
H -4.9707 -6.4331 -7.8642
H -4.6810 -4.6923 -7.8372
H -7.1292 -5.9056 -7.6468
H -6.8039 -4.3221 -7.4097
H -6.8643 -6.4060 -5.3345
H -8.0377 -5.1163 -5.5446
H -6.4420 -4.6050 -3.7497
H -6.4481 -3.3824 -5.0098
S -0.0124 1.9375 -1.2651
C 1.6233 2.6398 -1.1685
N 1.8600 3.7538 -0.4918
C 3.2500 4.2187 -0.6905
C 3.7780 3.2054 -1.7309
N 2.6768 2.2257 -1.8141
H 1.1444 4.2976 -0.0406
H 3.7905 4.1765 0.2533
H 3.2687 5.2418 -1.0553
H 4.7060 2.7263 -1.4318
H 3.9274 3.6601 -2.7085
H 2.7084 1.3526 -2.3546
C 3.1092 -3.2583 3.5173
C 3.2609 -2.7645 2.0887
N 2.4154 -3.5268 1.1489
C 1.1568 -3.2916 0.8297
S 0.3380 -1.8967 1.5494
N 0.5150 -4.1470 0.0461
C -0.9281 -4.1757 -0.2228
C -1.6429 -5.1727 0.6740
H 3.8195 -2.7421 4.1627
H 3.3156 -4.3267 3.5902
H 2.1005 -3.0731 3.8906
H 4.2865 -2.8773 1.7429
H 2.9807 -1.7187 2.0035
H 2.7964 -4.4246 0.8742
H 1.0154 -4.9869 -0.2169
H -1.0541 -4.4353 -1.2736
H -1.3148 -3.1737 -0.0675
H -1.2192 -6.1738 0.5770
H -2.6979 -5.2290 0.4027
H -1.5687 -4.8709 1.7199
*
```

The calculation puts the molar mass at 1045.55 g mol⁻¹. As for the energy above the lowest of the compared OMol25 structures with the same formula, charge and spin: 22.3 kJ/mol. The calculated total energy comes out at -4055.39732 Ha. For the gap between HOMO and LUMO, the calculation gives 6.48 eV. The value obtained for the HOMO energy is -17.34 eV.



[2]
Density functional theory data (ωB97M-V/def2-TZVPD) for C42H50ClFN7O3PPtS2 as an isolated structure.

```
! wB97M-V def2-TZVPD RIJCOSX def2/J DEFGRID3
* xyz 4 1
Pt -0.4405 -2.0811 0.6459
Cl -0.6637 -1.9460 3.0490
C 0.9624 -1.5580 3.6486
C 1.0489 -1.2130 4.9798
C 2.2920 -0.8111 5.4582
C 3.3877 -0.7362 4.6106
C 3.2673 -1.0920 3.2757
C 2.0457 -1.5514 2.7807
P 1.8923 -2.1549 1.0971
C 2.3801 -3.8944 1.1243
C 2.3503 -4.6043 -0.0785
C 2.8683 -5.8873 -0.1280
C 3.3884 -6.4782 1.0194
C 3.3862 -5.7864 2.2219
C 2.8868 -4.4918 2.2764
C 3.0636 -1.3206 0.0316
C 4.1272 -1.9840 -0.5808
C 5.0532 -1.2563 -1.3130
C 4.9229 0.1176 -1.4462
C 3.8645 0.7832 -0.8359
C 2.9370 0.0684 -0.1020
H 0.1830 -1.2388 5.6265
H 2.3905 -0.5376 6.4998
H 4.3441 -0.4072 4.9924
H 4.1275 -1.0470 2.6194
H 1.9705 -4.1367 -0.9816
H 2.8920 -6.4197 -1.0698
H 3.8095 -7.4731 0.9719
H 3.8075 -6.2367 3.1098
H 2.9230 -3.9496 3.2119
H 4.2594 -3.0499 -0.4748
H 5.8878 -1.7685 -1.7718
H 5.6530 0.6732 -2.0191
H 3.7754 1.8573 -0.9279
H 2.1246 0.5873 0.3885
C -1.3948 3.9888 -4.0004
C -0.0288 3.5259 -3.5240
N -0.1280 2.6235 -2.3511
C -0.2367 1.3181 -2.5818
C -0.3029 0.3547 -1.5964
C -0.4854 -1.0600 -2.0641
O -0.9565 -1.3008 -3.1422
O -0.0055 -2.0335 -1.2924
C -0.2473 0.7657 -0.2503
O -0.2320 -0.0290 0.7622
C -0.2198 2.1786 0.0076
C -0.2519 2.6869 1.3182
C -0.2517 4.0241 1.5484
F -0.2767 4.4234 2.8283
C -0.2257 5.0026 0.5069
C -0.2005 4.4835 -0.7894
C -0.1779 3.1059 -1.0490
N -0.2375 6.3555 0.7696
C 0.0452 7.3582 -0.2483
C -1.0085 8.4592 -0.2459
N -1.2074 9.0026 1.1598
C -0.2201 8.4248 2.1298
C -0.3102 6.9075 2.1348
H -1.2762 4.7002 -4.8159
H -1.9609 4.4707 -3.2024
H -1.9795 3.1498 -4.3769
H 0.6237 4.3538 -3.2555
H 0.4892 2.9646 -4.2994
H -0.2507 1.0096 -3.6199
H -0.2750 2.0134 2.1636
H -0.2155 5.1519 -1.6298
H 0.0485 6.9354 -1.2453
H 1.0434 7.7799 -0.0997
H -1.9740 8.0918 -0.5872
H -0.7025 9.2836 -0.8875
H -2.1545 8.7890 1.4821
H -1.1361 10.0236 1.1576
H -0.4518 8.8083 3.1222
H 0.7627 8.7946 1.8461
H -1.2439 6.6007 2.6103
H 0.5084 6.5554 2.7629
S -1.0485 -4.3415 1.1373
C -0.4708 -5.6291 0.1357
N -0.2443 -6.8148 0.6673
C 0.1075 -7.8181 -0.3476
C 0.0142 -7.0069 -1.6604
N -0.3114 -5.6543 -1.1760
H -0.3267 -7.0049 1.6537
H -0.5862 -8.6561 -0.3197
H 1.1146 -8.1871 -0.1598
H -0.7799 -7.3669 -2.3126
H 0.9488 -7.0021 -2.2159
H -0.4887 -4.8642 -1.7755
C -5.1654 1.4745 -0.4159
C -3.7625 1.0215 -0.7846
N -3.7872 -0.2208 -1.5559
C -3.4142 -1.4351 -1.1709
S -2.8892 -1.6961 0.4831
N -3.5247 -2.4347 -2.0273
C -3.4091 -3.8626 -1.7109
C -4.6938 -4.4443 -1.1475
H -5.1172 2.3861 0.1781
H -5.6746 0.7128 0.1728
H -5.7646 1.6841 -1.3016
H -3.1600 0.8460 0.1045
H -3.2563 1.7707 -1.3998
H -4.1913 -0.1437 -2.4819
H -3.8091 -2.2104 -2.9725
H -2.5927 -3.9666 -1.0002
H -3.1315 -4.3564 -2.6422
H -4.9528 -3.9711 -0.2012
H -4.5739 -5.5127 -0.9740
H -5.5216 -4.3129 -1.8433
*
```

The calculation puts the molar mass at 1045.55 g mol⁻¹. As for the energy above the lowest of the compared OMol25 structures with the same formula, charge and spin: 0.0 kJ/mol. The calculated total energy comes out at -4055.40581 Ha. For the gap between HOMO and LUMO, the calculation gives 6.77 eV. The value obtained for the HOMO energy is -17.38 eV.